Entry 1:
79
Properties=species:S:1:pos:R:3:forces:R:3:lowdin_spin:R:1 method="wB97M-V/def2-TZVPD" multiplicity=5 fmax_ev_per_a=1.1 lumo_ha="-0.2202 / -0.3376" s2=6.06 charge=+2 homo_lumo_gap_ev="7.8 / 5.4"
Pd 0.024334 0.175144 -0.194829 -0.13 -1.00 0.16 1.557
C -6.213569 -1.658835 1.825962 -0.02 0.01 0.01 0.000
C -6.257796 -0.375119 0.976478 0.03 -0.01 0.01 0.000
C -7.171151 -0.587039 -0.239787 0.02 0.04 -0.01 0.000
C -6.818939 0.767686 1.826327 0.01 -0.01 -0.01 0.000
C -4.831811 -0.095807 0.524147 -0.05 0.04 0.04 -0.003
C -4.245331 -0.835949 -0.505092 -0.04 -0.04 -0.05 0.006
C -2.927608 -0.630019 -0.841633 0.02 0.16 -0.07 0.014
N -2.163039 0.273656 -0.218880 0.18 -0.14 0.06 0.129
C -2.711377 1.028241 0.738879 -0.01 0.03 -0.03 0.009
C -4.028112 0.865087 1.131679 -0.06 0.04 -0.03 0.005
C -1.803992 2.021102 1.351940 -0.02 0.05 0.05 0.008
C -2.249595 3.220500 1.867094 -0.06 0.02 0.11 0.004
C -1.346351 4.140233 2.407568 -0.08 -0.01 -0.02 -0.001
C -0.009874 3.750877 2.428267 0.03 0.03 0.03 0.005
C 0.367854 2.541593 1.883078 0.07 -0.18 0.10 0.018
N -0.503513 1.693133 1.335024 0.03 -0.09 -0.30 0.109
C -1.819944 5.465580 2.981759 -0.01 -0.05 0.11 0.000
C -0.670995 6.473143 3.086361 0.00 -0.01 -0.04 0.000
C -2.935184 6.065038 2.116317 0.01 0.01 -0.04 0.000
C -2.368113 5.171276 4.391705 -0.01 0.02 -0.02 0.000
H -7.210852 -1.876040 2.212855 0.03 -0.01 -0.03 0.000
H -5.539310 -1.541865 2.677494 -0.03 -0.01 -0.01 0.000
H -5.883214 -2.517815 1.236035 -0.01 0.04 0.02 0.000
H -8.207672 -0.653070 0.092043 0.03 -0.03 0.00 0.000
H -6.943800 -1.511024 -0.773828 0.00 0.04 0.01 0.000
H -7.095735 0.247304 -0.940302 -0.03 -0.02 0.01 0.000
H -7.857762 0.548420 2.072365 0.02 0.02 0.01 0.000
H -6.798256 1.719291 1.289131 0.00 -0.03 0.02 0.000
H -6.284026 0.879082 2.771794 -0.01 0.01 -0.03 0.000
H -4.811288 -1.579536 -1.049476 0.01 0.03 0.01 0.001
H -2.465802 -1.179465 -1.649709 0.04 -0.05 0.03 0.002
H -4.411092 1.481050 1.931065 -0.01 -0.01 0.00 0.001
H -3.306535 3.446176 1.822633 0.05 0.02 0.00 0.001
H 0.753136 4.387091 2.851610 -0.01 -0.01 -0.01 0.001
H 1.403536 2.227304 1.898920 0.02 0.01 -0.07 0.004
H -0.183597 6.628809 2.120624 -0.01 0.00 0.03 0.000
H 0.081754 6.166616 3.814732 -0.02 0.02 -0.02 0.000
H -1.065478 7.433936 3.416333 0.01 -0.02 0.01 0.000
H -2.619302 6.172321 1.075918 -0.02 0.01 0.03 0.000
H -3.186142 7.055925 2.495262 -0.01 -0.02 -0.01 0.000
H -3.851691 5.472550 2.146166 0.04 0.01 -0.02 0.000
H -1.602696 4.725363 5.030227 -0.02 0.02 -0.02 0.000
H -3.222300 4.491432 4.349905 0.03 0.01 0.01 0.000
H -2.698983 6.102513 4.855013 0.01 -0.03 -0.01 0.000
C 1.868674 -6.110255 -4.436445 -0.03 0.07 0.03 0.002
C 0.903335 -6.525739 -3.336838 0.08 -0.04 -0.13 0.017
C -0.317542 -7.238019 -3.887777 -0.08 0.05 0.02 0.005
C -1.193114 -7.730670 -2.751793 0.00 0.03 -0.02 0.014
C -1.547189 -6.596617 -1.838475 0.06 -0.05 -0.04 0.082
C -2.679723 -6.655684 -1.050085 -0.01 -0.05 0.01 -0.023
C -3.011333 -5.588124 -0.234253 -0.04 0.00 -0.05 0.086
F -4.105626 -5.661438 0.501259 0.01 0.02 0.02 0.034
C -2.245866 -4.430205 -0.178298 -0.08 0.11 0.10 0.037
C -1.109314 -4.352415 -0.948079 0.14 0.08 0.04 0.043
C -0.270252 -3.138403 -0.879783 0.25 -0.14 -0.23 0.049
O -0.606107 -2.174822 -0.199196 -0.41 -0.04 0.49 0.213
C 0.954347 -3.165573 -1.658908 -0.03 0.03 0.01 0.217
C 1.248695 -4.277584 -2.408509 -0.11 0.09 0.07 -0.038
N 0.448648 -5.356698 -2.497409 -0.19 -0.08 0.19 0.222
C -0.734574 -5.436434 -1.773521 0.31 -0.07 -0.24 0.009
C 1.982583 -2.029382 -1.658330 -0.18 -0.56 0.06 0.024
O 3.056261 -2.302233 -2.157436 -0.06 0.24 0.05 0.070
O 1.609396 -0.942677 -1.110483 -0.03 0.69 -0.01 0.106
H 1.996767 -6.961995 -5.101768 0.01 -0.01 0.01 0.000
H 2.856289 -5.846250 -4.063518 0.00 0.01 -0.02 0.000
H 1.469988 -5.282591 -5.026606 0.01 -0.03 -0.01 0.000
H 1.415350 -7.196577 -2.639120 -0.01 0.05 0.08 0.011
H 0.018366 -8.074103 -4.497608 0.03 0.00 -0.01 0.000
H -0.873625 -6.558502 -4.540507 0.01 -0.02 -0.02 0.000
H -0.660370 -8.497880 -2.179424 -0.01 0.00 0.02 0.006
H -2.103765 -8.195993 -3.126779 -0.02 0.00 0.02 0.001
H -3.317825 -7.531245 -1.066061 0.01 0.05 -0.01 -0.002
H -2.526220 -3.605585 0.464488 -0.01 -0.04 0.00 0.001
H 2.178043 -4.277721 -2.955736 0.00 -0.04 -0.02 -0.004
Cl 0.195916 1.934171 -2.036669 0.12 0.19 -0.10 0.263
C 1.593349 1.864049 -1.011029 0.46 0.79 -0.59 0.631
H 1.792429 2.799594 -0.507629 -0.13 -0.05 0.13 0.030
H 2.413291 1.304321 -1.435562 -0.08 -0.17 0.08 0.028

Entry 2:
9
Properties=species:S:1:pos:R:3:forces:R:3:nbo_charge:R:1 method="wB97M-V/def2-TZVPD" fmax_ev_per_a=5.2 lumo_ha="-0.0173 / -0.0497" relative_energy_kcal_mol=49.7 charge=0 homo_lumo_gap_ev="9.2 / 8.5"
C -1.490064 -0.975469 0.439245 -0.43 -1.89 1.16 0.161
C -1.092002 -0.172637 -0.533997 0.58 4.97 -1.37 -0.452
C 1.401843 0.500195 0.166054 -2.55 0.49 0.00 1.005
N -1.816758 -1.752777 1.220935 -0.44 -0.72 1.10 -0.258
F 1.989712 -0.096671 1.141849 1.17 -1.85 -0.11 -0.295
F 1.280154 1.740842 0.600615 -0.02 0.83 -1.39 -0.320
F 1.855692 0.325621 -1.075676 0.61 0.44 1.22 -0.312
H -1.535638 0.884288 -0.536748 0.81 -1.64 -0.02 0.237
H -0.592937 -0.453393 -1.422277 0.26 -0.63 -0.59 0.234

Entry 3:
40
Properties=species:S:1:pos:R:3:forces:R:3:nbo_charge:R:1 method="wB97M-V/def2-TZVPD" fmax_ev_per_a=1.9 lumo_ha=0.0288 relative_energy_kcal_mol=92.7 charge=0 homo_lumo_gap_ev=9.5
C -1.089576 -5.964101 -1.158021 0.62 0.04 0.17 -0.629
C -0.846936 -4.491390 -0.983101 0.08 0.49 1.07 -0.018
C -0.463930 -3.909811 0.260872 0.22 0.04 -1.22 -0.209
C -0.320573 -2.528061 0.422985 -0.58 -0.84 -0.95 -0.212
C -0.621056 -1.668444 -0.659250 -0.94 -1.13 -0.72 0.038
C -0.665156 -0.169640 -0.523203 0.59 1.74 -0.58 0.177
C -1.936260 0.514050 -1.069615 -0.35 0.05 -0.86 -0.625
C 0.611404 0.443308 -1.149285 0.56 0.10 0.12 -0.410
C 0.980885 1.888313 -0.681474 0.36 -0.01 -0.22 -0.427
C 0.465863 2.208074 0.735742 -0.93 -0.11 -1.28 0.056
C 1.359752 3.161265 1.577657 -0.35 0.09 1.16 0.248
C 1.650855 4.529169 0.881587 -0.52 -1.29 -0.69 -0.624
C 0.674879 3.470011 2.938328 -0.07 -0.01 -0.17 -0.628
O 2.590510 2.498601 1.888212 0.39 0.83 -0.89 -0.731
O 0.309361 0.976622 1.421176 0.77 -0.95 0.55 -0.289
O -0.729804 0.132228 0.859601 0.16 0.72 1.69 -0.273
C -1.007054 -2.250468 -1.898698 0.64 -0.60 0.70 -0.231
C -1.060396 -3.658086 -2.060709 -0.18 1.46 0.75 -0.207
H -1.739363 -6.158749 -2.020112 0.10 -0.03 0.35 0.216
H -0.125696 -6.454160 -1.331325 -0.14 -0.17 -0.06 0.220
H -1.499844 -6.382862 -0.240924 -0.18 -0.15 -0.12 0.220
H -0.190505 -4.536267 1.102236 -0.28 -0.15 -0.02 0.207
H -0.067429 -2.235505 1.427395 0.11 0.73 -0.09 0.232
H -2.815997 -0.072650 -0.850578 -0.26 -0.25 0.40 0.224
H -1.931256 0.563768 -2.161415 0.20 0.07 -0.05 0.203
H -2.138356 1.541817 -0.692370 0.63 -0.75 -0.07 0.223
H 1.442242 -0.215052 -0.852414 -0.23 0.18 -0.11 0.220
H 0.563055 0.394861 -2.259823 -0.13 -0.01 0.74 0.223
H 2.086976 1.953206 -0.704977 -0.52 0.04 0.09 0.226
H 0.608379 2.646282 -1.379989 -0.02 -0.14 0.07 0.206
H -0.561759 2.587391 0.656147 0.20 0.54 0.04 0.178
H 2.124243 4.419705 -0.104398 -0.23 -0.16 0.20 0.217
H 0.726740 5.127375 0.764965 0.43 -0.40 0.14 0.215
H 2.352906 5.058823 1.485282 0.39 0.43 0.60 0.227
H 0.504885 2.537524 3.502202 -0.04 0.41 -0.23 0.221
H 1.249294 4.172450 3.570494 0.10 -0.47 -0.49 0.217
H -0.270448 3.972667 2.745459 -0.32 -0.16 0.09 0.204
H 2.400254 1.643141 2.269084 -0.27 -0.35 0.14 0.478
H -1.247484 -1.618456 -2.752213 0.03 -0.04 0.23 0.211
H -1.373604 -4.126950 -2.975532 -0.06 0.22 -0.46 0.206

Entry 4:
16
Properties=species:S:1:pos:R:3:forces:R:3:nbo_charge:R:1 method="wB97M-V/def2-TZVPD" fmax_ev_per_a=5.3 lumo_ha=0.0283 relative_energy_kcal_mol=0.0 charge=0 homo_lumo_gap_ev=10.5
C -0.550527 -1.275766 0.871636 0.62 0.56 2.38 -0.663
C -0.537759 0.188033 0.437020 2.33 0.46 -1.29 0.026
C -1.315507 0.489594 -0.969905 0.19 1.75 4.98 -0.603
Cl -1.019445 1.368385 1.738859 -0.52 -0.70 -0.46 -0.062
C 1.008321 0.636468 0.164332 -1.69 1.40 0.90 0.014
N 1.526234 0.135036 -1.015898 2.09 2.56 -1.29 -0.850
Cl 2.100852 0.238684 1.705339 -0.67 0.19 -0.82 -0.200
H -1.410332 -1.706007 0.490090 -1.82 -1.12 -0.83 0.210
H -0.644015 -1.389726 2.011556 0.48 0.27 -1.70 0.248
H 0.317792 -1.867600 0.524966 -0.31 0.55 0.17 0.221
H -0.883642 1.471471 -1.225978 -0.92 -0.38 -0.47 0.222
H -2.398544 0.437688 -0.717532 0.76 0.39 -0.58 0.224
H -1.004533 -0.262436 -1.580650 0.63 -1.89 -2.08 0.208
H 0.886068 1.778769 0.197139 1.01 -1.72 -0.28 0.226
H 2.418683 0.581519 -1.416151 -2.07 -0.92 1.22 0.398
H 1.506357 -0.824114 -1.214824 -0.11 -1.41 0.17 0.380

Entry 5:
31
Properties=species:S:1:pos:R:3:forces:R:3:nbo_charge:R:1 method="wB97M-V/def2-TZVPD" fmax_ev_per_a=1.6 lumo_ha=-0.0070 charge=0 homo_lumo_gap_ev=10.9
N 1.071318 -0.435763 1.792150 0.05 -0.19 0.10 -0.675
C 0.976778 -0.705527 0.529731 0.35 -0.15 -0.83 0.696
N 1.520822 0.079765 -0.421182 -0.91 0.74 1.09 -0.564
C 0.665439 0.432398 -1.570548 0.18 -0.19 -0.16 -0.216
C -0.209038 -0.736500 -2.022899 0.23 -0.11 -0.18 -0.445
C -0.679141 -1.728476 -0.936038 0.05 0.20 0.01 -0.039
C -2.087879 -1.526820 -0.331539 0.05 0.01 -0.06 -0.422
C -2.854338 -0.224557 -0.559605 -0.27 0.00 0.26 -0.447
C -2.365549 0.989147 0.220648 -0.19 0.22 -0.17 0.053
F -1.811610 0.598702 1.435642 0.08 -0.01 0.00 -0.374
N 0.340869 -1.900895 0.139878 0.00 -0.07 -0.07 -0.667
H 1.349313 0.480472 2.143455 0.74 0.23 0.13 0.467
H 0.979021 -1.178605 2.464714 -0.42 -0.06 -0.02 0.421
H 1.968208 0.915194 -0.017206 0.21 -0.04 -0.16 0.453
H 1.315202 0.734983 -2.390113 0.01 -0.04 0.02 0.223
H 0.087432 1.315512 -1.298753 -0.05 -0.06 0.05 0.197
H -1.051174 -0.321861 -2.575873 -0.06 -0.11 0.00 0.229
H 0.370338 -1.314920 -2.745518 0.01 0.02 0.01 0.220
H -0.684899 -2.704699 -1.417505 -0.12 0.00 0.03 0.213
H -2.014234 -1.701741 0.741427 0.01 0.00 -0.02 0.240
H -2.719526 -2.329345 -0.717481 0.01 0.03 -0.02 0.220
H -2.938841 0.036620 -1.617147 0.08 0.01 0.01 0.211
H -3.878049 -0.422134 -0.230616 0.02 -0.05 -0.04 0.220
H -3.201388 1.653708 0.447144 0.02 -0.02 0.01 0.176
H -1.628923 1.586729 -0.316990 0.15 -0.14 0.09 0.155
H 1.048996 -2.535153 -0.214801 0.12 0.04 0.09 0.395
B 3.326127 2.204753 1.903155 -0.04 0.21 -0.10 1.343
F 4.226574 1.269402 1.396733 -0.11 -0.14 -0.01 -0.567
F 3.940393 3.290212 2.465242 0.08 0.09 0.03 -0.544
F 2.457556 2.613733 0.832579 -0.13 -0.34 -0.11 -0.592
F 2.480202 1.565665 2.871320 -0.15 -0.09 0.03 -0.583

Entry 6:
16
Properties=species:S:1:pos:R:3:forces:R:3:nbo_charge:R:1 method="wB97M-V/def2-TZVPD" fmax_ev_per_a=1.6 lumo_ha=0.0109 relative_energy_kcal_mol=36.4 charge=0 homo_lumo_gap_ev=10.6
N -0.060697 2.127947 -2.353235 -0.42 0.16 1.52 -0.307
C -0.415771 2.080176 -1.249096 0.40 -0.48 -1.35 0.248
C -0.884678 1.799024 0.127088 -0.11 0.90 0.18 -0.342
N -0.175354 0.774136 0.852501 0.13 -0.86 -0.15 -0.447
C 0.997405 0.437947 0.514880 -0.28 0.59 -0.68 0.283
N 1.570872 -0.723939 0.995845 -0.35 -0.28 0.29 -0.628
C 2.902881 -1.008172 0.866909 0.87 0.28 -0.41 0.536
O 3.723039 -0.249484 0.392306 -0.59 -0.49 0.42 -0.566
H -1.948057 1.520475 0.068435 0.37 0.02 -0.05 0.243
H -0.858772 2.744413 0.690434 -0.03 -0.22 -0.06 0.244
H 1.620743 0.975949 -0.212940 -0.10 -0.16 0.17 0.196
H 0.944623 -1.470688 1.280300 0.15 0.38 0.23 0.417
H 3.157801 -2.015114 1.247944 -0.03 0.17 -0.11 0.124
O -3.697243 -2.676320 -1.076270 0.94 0.09 -0.40 -0.942
H -4.059735 -1.872312 -0.689852 0.19 0.01 -0.10 0.470
H -2.817064 -2.444044 -1.455245 -1.13 -0.10 0.50 0.472